The following is a DFT calculation (wB97M-V/def2-TZVPD) of a cluster of 4 separate species, C48H97N13O8P4 in total in a non-equilibrium geometry.

## Properties
energy relative to the best compared isomer or geometry (same formula, charge and spin)	1864.4	kJ/mol
HOMO	-7.7	eV
strongest force on any atom	7.327	eV/Å
net charge	0
lowest unoccupied orbital energy	-1.1	eV
SMILES string	CCCCCCCCCc1c(C[C@@H](O)CN)c(P(N)O)c(N)c2c1C(=O)c1ccc(C)c(N(C)C(C)=O)c1C2=O.CN(C)P(=O)(N(C)C)N(C)C.CN(C)P(=O)(N(C)C)N(C)C.CN(C)P(=O)(N(C)C)N(C)C
E_tot	-124236.767	eV

Last columns: bonded neighbours and bond lengths (Å).
Geometry (Å):
1 C -1.53113 0.74002 6.00640  C2 1.611, H41 1.152, H42 1.144, H43 1.140
2 C -0.84244 1.16327 4.61270  C1 1.611, C3 1.627, H44 1.153, H45 1.152
3 C 0.76912 1.35894 4.72588  C2 1.627, C4 1.608, H46 1.157, H47 1.146
4 C 1.48400 0.19455 5.57332  C3 1.608, C5 1.622, H48 1.157, H49 1.151
5 C 3.01230 -0.08330 5.10576  C4 1.622, C6 1.613, H50 1.157, H51 1.150
6 C 3.85325 1.27077 4.85797  C5 1.613, C7 1.631, H52 1.158, H53 1.140
7 C 5.39160 0.97279 4.40559  C6 1.631, C8 1.605, H54 1.150, H55 1.139
8 C 5.38877 -0.07774 3.19224  C7 1.605, C9 1.612, H56 1.147, H57 1.155
9 C 6.46235 0.22192 2.02749  C8 1.612, C10 1.621, H58 1.155, H59 1.139
10 C 5.66083 0.12975 0.62155  C9 1.621, C11 1.574, C24 1.570
11 C 5.49284 1.38871 -0.30816  C10 1.574, C12 1.615, C17 1.578
12 C 6.12238 2.82416 0.08016  C11 1.615, C13 1.603, H60 1.139, H61 1.154
13 C 5.41070 3.51031 1.34209  C12 1.603, O14 1.473, C15 1.632, H62 1.153
14 O 6.35755 3.66427 2.45937  C13 1.473, H63 0.990
15 C 4.87999 5.02346 1.03780  C13 1.632, N16 1.490, H64 1.158, H65 1.141
16 N 5.95909 5.95053 0.59496  C15 1.490, H66 1.027, H67 1.028
17 C 4.68973 1.23835 -1.65818  C11 1.578, P18 1.913, C21 1.551
18 P 4.42906 2.72061 -2.83844  C17 1.913, N19 1.799, O20 1.722
19 N 6.01547 3.16599 -3.56121  P18 1.799, H68 1.040, H69 1.041
20 O 3.82032 4.04536 -1.92269  P18 1.722, H70 0.980
21 C 4.02683 -0.08620 -2.11882  C17 1.551, N22 1.460, C23 1.563
22 N 3.27467 -0.28905 -3.35372  C21 1.460, H71 1.041, H72 1.032
23 C 4.18823 -1.30471 -1.15281  C21 1.563, C24 1.574, C39 1.610
24 C 5.00337 -1.22986 0.19115  C10 1.570, C23 1.574, C25 1.615
25 C 5.09514 -2.56164 1.10060  C24 1.615, O26 1.254, C27 1.613
26 O 6.15613 -2.94287 1.64945  C25 1.254
27 C 3.70717 -3.37882 1.19291  C25 1.613, C28 1.539, C38 1.574
28 C 3.22556 -3.98969 2.52128  C27 1.539, C29 1.566, H73 1.140
29 C 1.83887 -4.71764 2.49550  C28 1.566, C30 1.551, H74 1.151
30 C 1.03093 -4.78492 1.17365  C29 1.551, C31 1.620, C32 1.574
31 C -0.41210 -5.51508 1.26443  C30 1.620, H75 1.157, H76 1.139, H77 1.139
32 C 1.52858 -4.16429 -0.18458  C30 1.574, N33 1.469, C38 1.541
33 N 0.65869 -4.26336 -1.36471  C32 1.469, C34 1.492, C35 1.465
34 C 0.23785 -2.93736 -1.90439  N33 1.492, H78 1.140, H79 1.157, H80 1.154
35 C 1.17410 -5.17686 -2.38766  N33 1.465, C36 1.617, O37 1.268
36 C 1.20610 -4.76478 -3.95092  C35 1.617, H81 1.138, H82 1.157, H83 1.143
37 O 1.58113 -6.33830 -2.08416  C35 1.268
38 C 2.89585 -3.45392 -0.15363  C27 1.574, C32 1.541, C39 1.608
39 C 3.52271 -2.74051 -1.45125  C23 1.610, C38 1.608, O40 1.254
40 O 3.54723 -3.24338 -2.59991  C39 1.254
41 H -2.62866 1.08948 6.04302  C1 1.152
42 H -0.92686 1.22758 6.84643  C1 1.144
43 H -1.52254 -0.39587 6.10109  C1 1.140
44 H -1.12853 0.39401 3.80281  C2 1.153
45 H -1.33599 2.15185 4.28726  C2 1.152
46 H 1.13462 1.39751 3.62839  C3 1.157
47 H 0.92637 2.38949 5.20295  C3 1.146
48 H 0.91468 -0.78505 5.33830  C4 1.157
49 H 1.41461 0.42724 6.69879  C4 1.151
50 H 3.56311 -0.73619 5.88572  C5 1.157
51 H 2.92997 -0.74421 4.16815  C5 1.150
52 H 3.94878 1.76712 5.89995  C6 1.158
53 H 3.35468 2.00225 4.13991  C6 1.140
54 H 5.86637 0.44274 5.30913  C7 1.150
55 H 5.97048 1.93061 4.19407  C7 1.139
56 H 4.34712 -0.08090 2.71156  C8 1.147
57 H 5.57598 -1.16093 3.54820  C8 1.155
58 H 7.26970 -0.60349 2.05596  C9 1.155
59 H 7.01511 1.21095 2.14612  C9 1.139
60 H 6.09531 3.56762 -0.78210  C12 1.139
61 H 7.21381 2.60539 0.38566  C12 1.154
62 H 4.48275 2.89939 1.64896  C13 1.153
63 H 5.75910 3.78525 3.23887  O14 0.990
64 H 4.52541 5.41820 2.06760  C15 1.158
65 H 3.95908 5.04000 0.36484  C15 1.141
66 H 6.62207 5.51075 -0.05392  N16 1.027
67 H 6.42555 6.32901 1.42900  N16 1.028
68 H 5.93376 4.18053 -3.77650  N19 1.040
69 H 5.97460 2.69051 -4.48642  N19 1.041
70 H 3.19461 4.57613 -2.45856  O20 0.980
71 H 3.62263 -1.12552 -3.86689  N22 1.041
72 H 3.39139 0.48779 -4.02320  N22 1.032
73 H 3.84421 -3.88584 3.47328  C28 1.140
74 H 1.41288 -5.16320 3.46798  C29 1.151
75 H -1.14279 -4.70010 1.63820  C31 1.157
76 H -0.42630 -6.36371 2.02360  C31 1.139
77 H -0.76454 -5.80256 0.22036  C31 1.139
78 H 1.05939 -2.33196 -2.41306  C34 1.140
79 H -0.57883 -3.09966 -2.70811  C34 1.157
80 H -0.28419 -2.36724 -1.04746  C34 1.154
81 H 1.85368 -5.48572 -4.54829  C36 1.138
82 H 0.10829 -4.75346 -4.31607  C36 1.157
83 H 1.59721 -3.70349 -4.11773  C36 1.143
84 C -5.81412 -1.21521 -3.21907  N85 1.459, H95 1.095, H96 1.095, H97 1.087
85 N -5.50906 -1.70577 -4.55856  C84 1.459, C86 1.466, P87 1.726
86 C -5.05257 -0.57065 -5.36646  N85 1.466, H98 1.096, H99 1.096, H100 1.094
87 P -4.51093 -3.09403 -4.79179  N85 1.726, O88 1.541, N89 1.704, N92 1.788
88 O -3.34975 -2.51055 -3.96292  P87 1.541
89 N -4.87354 -4.37000 -3.72152  P87 1.704, C90 1.447, C91 1.461
90 C -6.04076 -4.45397 -2.87026  N89 1.447, H101 1.095, H102 1.096, H103 1.091
91 C -3.74266 -5.02654 -3.07065  N89 1.461, H104 1.097, H105 1.092, H106 1.094
92 N -5.80136 -3.79491 -5.81247  P87 1.788, C93 1.469, C94 1.459
93 C -5.22962 -4.38058 -7.03205  N92 1.469, H107 1.095, H108 1.093, H109 1.095
94 C -7.07376 -3.16012 -6.13692  N92 1.459, H110 1.095, H111 1.091, H112 1.096
95 H -6.42160 -0.30541 -3.27013  C84 1.095
96 H -4.91496 -0.98537 -2.63809  C84 1.095
97 H -6.42079 -1.92406 -2.66083  C84 1.087
98 H -4.84474 -0.89188 -6.39346  C86 1.096
99 H -4.13665 -0.12521 -4.96254  C86 1.096
100 H -5.82485 0.20207 -5.42717  C86 1.094
101 H -5.89475 -3.91422 -1.92853  C90 1.095
102 H -6.26055 -5.49843 -2.62225  C90 1.096
103 H -6.94069 -4.07414 -3.35618  C90 1.091
104 H -3.39870 -4.46041 -2.19619  C91 1.097
105 H -2.90524 -5.12882 -3.76389  C91 1.092
106 H -4.00509 -6.03785 -2.74574  C91 1.094
107 H -4.90155 -3.60134 -7.72822  C93 1.095
108 H -5.94772 -5.03069 -7.53884  C93 1.093
109 H -4.36098 -4.99938 -6.78324  C93 1.095
110 H -6.95170 -2.29032 -6.79128  C94 1.095
111 H -7.61969 -2.85734 -5.24273  C94 1.091
112 H -7.72952 -3.87261 -6.65047  C94 1.096
113 C -6.67904 2.73534 8.08237  N114 1.459, H124 1.095, H125 1.095, H126 1.087
114 N -6.49455 1.30210 8.28088  C113 1.459, C115 1.466, P116 1.726
115 C -6.59785 0.64426 6.97479  N114 1.466, H127 1.096, H128 1.096, H129 1.094
116 P -5.16258 0.69454 9.19496  N114 1.726, O117 1.541, N118 1.704, N121 1.788
117 O -4.11890 1.43705 8.33796  P116 1.541
118 N -4.87612 1.57067 10.62864  P116 1.704, C119 1.447, C120 1.460
119 C -5.76522 2.55208 11.21192  N118 1.447, H130 1.095, H131 1.096, H132 1.091
120 C -3.49032 1.93164 10.91505  N118 1.460, H133 1.097, H134 1.092, H135 1.094
121 N -6.32471 -0.23712 10.18482  P116 1.788, C122 1.469, C123 1.458
122 C -5.83923 -1.60780 10.39157  N121 1.469, H136 1.095, H137 1.093, H138 1.095
123 C -7.77181 -0.26352 10.00487  N121 1.458, H139 1.095, H140 1.091, H141 1.096
124 H -7.54791 2.92806 7.44411  C113 1.095
125 H -5.80996 3.21318 7.61830  C113 1.095
126 H -6.90180 3.24433 9.01697  C113 1.087
127 H -6.49839 -0.44154 7.08512  C115 1.096
128 H -5.81768 0.98409 6.28448  C115 1.096
129 H -7.57634 0.82747 6.52071  C115 1.094
130 H -5.62499 3.54195 10.76470  C119 1.095
131 H -5.58027 2.64603 12.28791  C119 1.096
132 H -6.81551 2.27146 11.12008  C119 1.091
133 H -3.18847 2.83206 10.36635  C120 1.097
134 H -2.81544 1.11930 10.63827  C120 1.092
135 H -3.34090 2.11230 11.98394  C120 1.094
136 H -5.92374 -2.19950 9.47381  C122 1.095
137 H -6.38932 -2.11123 11.19105  C122 1.093
138 H -4.78558 -1.59495 10.68985  C122 1.095
139 H -8.06851 -0.76961 9.07992  C123 1.095
140 H -8.20375 0.73778 10.01547  C123 1.091
141 H -8.24516 -0.79308 10.83969  C123 1.096
142 C 1.42782 4.55687 -7.11917  N143 1.459, H153 1.095, H154 1.095, H155 1.087
143 N 2.67644 3.97708 -7.60147  C142 1.459, C144 1.466, P145 1.726
144 C 3.78655 4.70377 -6.97880  N143 1.466, H156 1.096, H157 1.096, H158 1.094
145 P 2.93636 2.27124 -7.56930  N143 1.726, O146 1.542, N147 1.704, N150 1.788
146 O 2.63317 2.16366 -6.06133  P145 1.542
147 N 1.58384 1.37530 -8.09075  P145 1.704, C148 1.447, C149 1.461
148 C 0.41475 1.91560 -8.75072  N147 1.447, H159 1.095, H160 1.096, H161 1.091
149 C 1.20036 0.22526 -7.27570  N147 1.461, H162 1.097, H163 1.092, H164 1.094
150 N 3.35603 2.34725 -9.30593  P145 1.788, C151 1.469, C152 1.459
151 C 4.55712 1.54692 -9.57905  N150 1.469, H165 1.095, H166 1.093, H167 1.095
152 C 3.38748 3.55337 -10.12560  N150 1.459, H168 1.095, H169 1.091, H170 1.096
153 H 1.46194 5.65001 -7.17703  C142 1.095
154 H 1.20738 4.28296 -6.08204  C142 1.095
155 H 0.58524 4.27122 -7.74403  C142 1.087
156 H 4.74645 4.31954 -7.34256  C144 1.096
157 H 3.77719 4.60430 -5.88691  C144 1.096
158 H 3.75297 5.76628 -7.23763  C144 1.094
159 H -0.31488 2.30082 -8.03054  C148 1.095
160 H -0.08348 1.14074 -9.34405  C148 1.096
161 H 0.66282 2.70920 -9.45711  C148 1.091
162 H 0.59963 0.52919 -6.40994  C149 1.097
163 H 2.08502 -0.30100 -6.91134  C149 1.092
164 H 0.62366 -0.49893 -7.85897  C149 1.094
165 H 5.45582 2.03826 -9.19134  C151 1.095
166 H 4.68396 1.36765 -10.64993  C151 1.093
167 H 4.47479 0.56555 -9.09995  C151 1.095
168 H 4.20101 4.22974 -9.84234  C152 1.095
169 H 2.44369 4.09847 -10.08778  C152 1.091
170 H 3.52792 3.28826 -11.17974  C152 1.096

Löwdin population analysis, charges in e, atoms 1 to 99:
1. C -0.144
2. C -0.268
3. C -0.231
4. C -0.213
5. C -0.215
6. C -0.211
7. C -0.186
8. C -0.198
9. C -0.134
10. C -0.053
11. C -0.073
12. C -0.105
13. C -0.317
14. O -0.109
15. C -0.228
16. N -0.014
17. C -0.212
18. P 0.880
19. N -0.209
20. O -0.348
21. C -0.193
22. N 0.060
23. C 0.014
24. C 0.023
25. C -0.257
26. O 0.048
27. C -0.037
28. C 0.009
29. C -0.013
30. C -0.106
31. C -0.078
32. C -0.083
33. N -0.090
34. C -0.068
35. C -0.373
36. C -0.021
37. O 0.012
38. C 0.046
39. C -0.239
40. O 0.039
41. H 0.060
42. H 0.076
43. H 0.068
44. H 0.103
45. H 0.099
46. H 0.111
47. H 0.111
48. H 0.112
49. H 0.112
50. H 0.119
51. H 0.097
52. H 0.117
53. H 0.093
54. H 0.111
55. H 0.086
56. H 0.102
57. H 0.114
58. H 0.117
59. H 0.094
60. H 0.080
61. H 0.134
62. H 0.150
63. H 0.088
64. H 0.121
65. H 0.097
66. H 0.057
67. H 0.066
68. H 0.022
69. H 0.015
70. H 0.048
71. H 0.089
72. H 0.023
73. H 0.106
74. H 0.103
75. H 0.087
76. H 0.078
77. H 0.070
78. H 0.080
79. H 0.096
80. H 0.116
81. H 0.094
82. H 0.085
83. H 0.064
84. C -0.122
85. N -0.352
86. C -0.147
87. P 0.748
88. O -0.322
89. N -0.329
90. C -0.133
91. C -0.143
92. N -0.291
93. C -0.150
94. C -0.134
95. H 0.083
96. H 0.085
97. H 0.054
98. H 0.073
99. H 0.080



The following is a DFT calculation (wB97M-V/def2-TZVPD) of a cluster of 2 separate species, C2H2ClIO in total in a non-equilibrium geometry.

## Properties
energy relative to the best compared isomer or geometry (same formula, charge and spin)	348.3	kJ/mol
HOMO (spin up / spin down)	-8.4 / -8.2	eV
strongest force on any atom	5.622	eV/Å
net charge	0
lowest unoccupied orbital energy (spin up / spin down)	0.0 / -0.5	eV
E_tot	-24772.687	eV

Last columns: bonded neighbours and bond lengths (Å).
Geometry (Å):
1 C -0.86061 -0.04104 -1.23702  O3 1.154, H6 1.110
2 C 0.46214 -0.00755 1.14667  Cl4 1.725, I5 2.140, H7 0.991
3 O -1.87060 -0.59759 -1.18513  C1 1.154
4 Cl 0.88665 1.65680 0.98627  C2 1.725
5 I 1.93509 -1.38484 0.43011  C2 2.140
6 H -0.47927 0.53240 -2.10736  C1 1.110
7 H -0.07340 -0.15818 1.96646  C2 0.991

From a natural (NBO) analysis of the wavefunction, the atomic charges in e read:
1. C 0.392
2. C -0.382
3. O -0.450
4. Cl 0.002
5. I 0.147
6. H 0.137
7. H 0.155



The following is a DFT calculation (wB97M-V/def2-TZVPD) of a cluster of 2 separate species, C5H10N in total in a non-equilibrium geometry.

## Properties
energy relative to the best compared isomer or geometry (same formula, charge and spin)	128.6	kJ/mol
HOMO (spin up / spin down)	-10.3 / -14.3	eV
2S+1	3
<S²>	2.01
strongest force on any atom	6.847	eV/Å
net charge	+1
lowest unoccupied orbital energy (spin up / spin down)	-3.6 / -6.8	eV
E_tot	-6824.899	eV

Last columns: bonded neighbours and bond lengths (Å).
Geometry (Å):
1 C -0.65789 -1.11818 0.21811  C3 1.629, C4 1.499, H7 1.180, H8 1.121
2 C -1.43351 1.01428 0.06254  C3 1.383, C5 1.426, H9 1.127
3 C -0.44505 0.38855 0.80069  C1 1.629, C2 1.383, H11 1.142
4 C -1.71819 -1.05919 -0.84048  C1 1.499, C5 1.361, H12 1.018
5 C -2.09751 0.24404 -0.93706  C2 1.426, C4 1.361, H13 1.107
6 N 2.10886 0.39739 -0.03594  H10 1.210, H14 1.078, H15 1.058, H16 1.077
7 H 0.15068 -1.90262 -0.13456  C1 1.180
8 H -1.08255 -1.47085 1.19428  C1 1.121
9 H -1.63567 2.11934 0.15370  C2 1.127
10 H 0.98385 0.39049 0.40815  N6 1.210
11 H -0.05129 0.55544 1.85948  C3 1.142
12 H -2.25423 -1.82468 -1.24318  C4 1.018
13 H -2.89163 0.52684 -1.65447  C5 1.107
14 H 2.29280 0.53542 -1.08940  N6 1.078
15 H 2.56051 -0.50409 0.28431  N6 1.058
16 H 2.67271 1.24858 0.30810  N6 1.077

From a natural (NBO) analysis of the wavefunction, the atomic charges in e read:
1. C -0.504
2. C -0.306
3. C -0.228
4. C -0.082
5. C -0.134
6. N -0.936
7. H 0.233
8. H 0.246
9. H 0.237
10. H 0.404
11. H 0.259
12. H 0.221
13. H 0.250
14. H 0.452
15. H 0.444
16. H 0.444